[1]
{"formula": "C19H62N10O19", "method": "the ωB97M-V functional and the def2-TZVPD basis", "species": ["N", "C", "N", "O", "H", "H", "H", "H", "N", "C", "N", "O", "H", "H", "H", "H", "N", "C", "N", "O", "H", "H", "H", "H", "N", "C", "N", "O", "H", "H", "H", "H", "N", "C", "N", "O", "H", "H", "H", "H", "O", "C", "C", "O", "H", "H", "H", "H", "H", "H", "O", "C", "C", "O", "H", "H", "H", "H", "H", "H", "O", "C", "C", "O", "H", "H", "H", "H", "H", "H", "O", "C", "C", "O", "H", "H", "H", "H", "H", "H", "O", "C", "C", "O", "H", "H", "H", "H", "H", "H", "O", "C", "C", "O", "H", "H", "H", "H", "H", "H", "O", "C", "C", "O", "H", "H", "H", "H", "H", "H"], "coordinates": [[3.2187, 0.4729, 6.4610], [2.9418, -0.7440, 5.9491], [1.6327, -0.9949, 5.7048], [3.8541, -1.5398, 5.6668], [2.4489, 1.1006, 6.5830], [4.2079, 0.6625, 6.5507], [1.4183, -1.6381, 4.9563], [0.9447, -0.2911, 6.0124], [3.4909, -0.3166, 2.7388], [3.0424, -1.5032, 2.2501], [3.0535, -2.5012, 3.1568], [2.6835, -1.6368, 1.0693], [4.0529, -0.3349, 3.6227], [3.3126, 0.5784, 2.3152], [3.0732, -3.4084, 2.7252], [3.5625, -2.3374, 4.0605], [3.5108, 2.2419, -0.1387], [2.7716, 2.7689, 0.8662], [1.7736, 3.6237, 0.6311], [3.0205, 2.5093, 2.0299], [4.2366, 1.6003, 0.2209], [3.1730, 2.2408, -1.0752], [1.1212, 3.7452, 1.4736], [1.3541, 3.5318, -0.2542], [-4.7381, -3.2276, 0.1097], [-3.3904, -3.5106, 0.1728], [-2.9594, -4.2642, 1.1869], [-2.6145, -2.9042, -0.5889], [-4.9776, -2.6797, -0.6924], [-5.4493, -3.8442, 0.4135], [-3.5879, -4.4815, 1.9426], [-2.0089, -4.1679, 1.4595], [-1.8141, -0.0476, -0.9198], [-0.5081, 0.0344, -0.5671], [0.0417, -1.0073, 0.1246], [0.1695, 1.0797, -0.7410], [-2.2709, -0.9640, -0.8037], [-2.4209, 0.6729, -1.2150], [0.9245, -0.9237, 0.5516], [-0.3881, -1.9071, 0.1623], [-1.9187, 4.5620, -1.8925], [-1.6835, 5.0687, -0.5973], [-2.2771, 4.1292, 0.3776], [-1.4043, 3.0359, 0.6999], [-1.1988, 4.6891, -2.5133], [-0.6201, 5.0552, -0.3089], [-2.0975, 6.1038, -0.4707], [-3.1857, 3.8387, -0.1212], [-2.5105, 4.6948, 1.2723], [-0.8596, 2.5882, 0.0480], [-3.4045, -1.6871, -3.0917], [-2.5512, -1.8899, -4.2572], [-1.4889, -0.8186, -4.4164], [-2.1772, 0.4214, -4.5243], [-2.9217, -2.0029, -2.3570], [-2.1064, -2.8287, -4.2207], [-3.2805, -1.8720, -5.0733], [-1.0644, -1.0508, -5.3955], [-0.8118, -0.8482, -3.5295], [-2.3707, 0.8009, -3.6829], [-5.4444, -0.0195, -2.1301], [-5.6216, 1.3887, -1.9885], [-4.7102, 2.2411, -2.8246], [-3.3745, 2.1258, -2.3461], [-4.7604, -0.3078, -2.7740], [-6.7010, 1.6179, -2.1720], [-5.3990, 1.6554, -0.9216], [-5.1053, 3.2667, -2.8594], [-4.6990, 1.8449, -3.8714], [-2.9750, 3.0231, -2.3265], [2.7197, -0.4952, -2.1389], [3.5440, -1.6898, -1.9224], [2.6038, -2.8542, -2.2476], [2.4951, -2.9889, -3.6455], [2.3411, -0.3510, -1.2650], [4.4184, -1.5928, -2.6646], [3.8963, -1.7268, -0.9159], [1.6408, -2.6621, -1.7659], [2.9970, -3.8205, -1.8807], [2.3262, -2.1370, -4.0485], [0.6565, 1.8761, 5.5099], [1.0989, 2.0677, 4.1276], [-0.0370, 1.6752, 3.2335], [-1.1509, 2.6512, 3.3895], [-0.2859, 2.2247, 5.5550], [1.3686, 3.1060, 3.9424], [1.9037, 1.3163, 4.0504], [-0.4251, 0.6691, 3.5068], [0.3119, 1.5789, 2.2137], [-1.5310, 2.8470, 2.5396], [2.5208, -5.2791, 2.3744], [2.0150, -5.0531, 1.0266], [0.4719, -5.1765, 1.1246], [-0.0759, -4.1245, 1.9350], [3.1840, -6.0328, 2.3649], [2.2412, -4.1129, 0.7197], [2.3590, -5.8328, 0.3371], [0.3678, -6.2683, 1.4947], [-0.0316, -5.0655, 0.1556], [0.3829, -4.0558, 2.7446], [2.6362, 2.0921, -3.4621], [1.2331, 1.9737, -3.5301], [0.6361, 3.2996, -4.0343], [0.8222, 4.2812, -2.9917], [2.9402, 1.2468, -3.0938], [0.9181, 1.1244, -4.2219], [0.7810, 1.7000, -2.5705], [-0.4218, 3.2438, -4.2104], [1.2048, 3.5679, -4.9055], [1.7384, 4.2648, -2.7337]], "charge": 0, "de_lowest_kj_mol": 8.8}



[2]
{"formula": "C33H28GeN4O2Sc", "method": "the ωB97M-V functional and the def2-TZVPD basis", "species": ["Sc", "O", "C", "O", "C", "C", "C", "C", "C", "N", "H", "H", "H", "H", "N", "C", "C", "C", "C", "C", "N", "C", "C", "C", "C", "C", "N", "H", "H", "H", "H", "H", "H", "H", "H", "H", "C", "Ge", "C", "C", "C", "C", "C", "C", "C", "C", "C", "C", "C", "C", "C", "C", "C", "C", "H", "H", "H", "H", "H", "H", "H", "H", "H", "H", "H", "H", "H", "H", "H"], "coordinates": [[0.0511, -0.9073, -0.4136], [1.5099, -2.1397, 3.0458], [1.3397, -1.8705, 1.8855], [0.2692, -1.3373, 1.3764], [2.4238, -2.1516, 0.8412], [3.6288, -2.7329, 1.2074], [4.5749, -2.9860, 0.2252], [4.2754, -2.6500, -1.0872], [3.0515, -2.0663, -1.3645], [2.1262, -1.8075, -0.4313], [3.7981, -2.9746, 2.2467], [5.5230, -3.4371, 0.4703], [4.9777, -2.8371, -1.8846], [2.7978, -1.7924, -2.3821], [-1.6131, -2.3688, -3.2135], [-0.7149, -1.3897, -3.5635], [-0.5918, -1.1159, -4.9406], [0.3012, -0.1665, -5.3712], [1.0597, 0.5193, -4.4192], [0.8745, 0.2141, -3.0934], [0.0098, -0.7296, -2.6410], [-1.9639, -2.9742, -2.0211], [-2.8430, -4.0661, -2.1051], [-3.2173, -4.7242, -0.9565], [-2.7321, -4.2608, 0.2655], [-1.8989, -3.1650, 0.2737], [-1.4911, -2.5187, -0.8466], [-2.0676, -2.7923, -4.0155], [-1.1966, -1.6566, -5.6507], [0.4155, 0.0480, -6.4217], [1.7777, 1.2689, -4.7112], [1.4327, 0.7492, -2.3239], [-3.2204, -4.3889, -3.0625], [-3.8778, -5.5764, -0.9996], [-2.9958, -4.7494, 1.1896], [-1.5342, -2.7571, 1.2153], [-1.6871, 2.4892, -1.7236], [-0.7261, 1.6550, -0.1709], [0.9896, 2.7041, 0.0356], [2.2202, 2.0579, 0.0554], [3.3891, 2.7771, 0.2432], [3.3286, 4.1503, 0.4244], [2.1051, 4.7985, 0.4069], [0.9363, 4.0811, 0.2073], [-1.8385, 1.9444, 1.4431], [-3.1370, 2.4062, 1.2808], [-3.9752, 2.6077, 2.3736], [-3.5681, 2.2261, 3.6349], [-2.2822, 1.6969, 3.8472], [-1.8699, 1.2337, 5.1164], [-0.6157, 0.7048, 5.3021], [0.2974, 0.6852, 4.2431], [-0.0849, 1.1179, 2.9943], [-1.3835, 1.5909, 2.7464], [-1.9038, 3.5342, -1.5154], [-2.6209, 1.9800, -1.9572], [-1.0478, 2.4479, -2.6043], [2.2587, 0.9620, -0.0606], [4.3439, 2.2722, 0.2543], [4.2350, 4.7113, 0.5885], [2.0555, 5.8672, 0.5513], [-0.0172, 4.5920, 0.1996], [-3.4938, 2.6558, 0.2906], [-4.9588, 3.0252, 2.2188], [-4.2496, 2.3040, 4.4687], [-2.5585, 1.3065, 5.9434], [-0.3213, 0.3162, 6.2644], [1.2959, 0.3091, 4.4040], [0.6247, 1.0804, 2.1708]], "charge": 2, "spin_multiplicity": 2, "de_lowest_kj_mol": 125.5, "s_squared": 0.776}



[3]
{"formula": "C61H48FP3SiSn", "method": "the ωB97M-V functional and the def2-TZVPD basis", "species": ["Sn", "C", "C", "C", "C", "C", "C", "P", "C", "C", "C", "C", "C", "C", "C", "C", "C", "C", "C", "C", "Si", "C", "C", "C", "C", "C", "C", "P", "C", "C", "C", "C", "C", "C", "C", "C", "C", "C", "C", "C", "C", "C", "C", "C", "C", "C", "P", "C", "C", "C", "C", "C", "C", "C", "C", "C", "C", "C", "C", "H", "H", "H", "H", "H", "H", "H", "H", "H", "H", "H", "H", "H", "H", "H", "H", "H", "H", "H", "H", "H", "H", "H", "H", "H", "H", "H", "H", "H", "H", "H", "H", "H", "H", "H", "H", "H", "H", "H", "H", "H", "H", "F", "C", "C", "C", "C", "C", "C", "C", "H", "H", "H", "H", "H", "H"], "coordinates": [[-0.0755, 0.3083, -0.2507], [-4.9567, -4.9595, -0.2480], [-5.0723, -3.7891, 0.5033], [-3.9772, -2.9447, 0.6291], [-2.7592, -3.2730, 0.0629], [-2.6231, -4.4804, -0.6259], [-3.7164, -5.3208, -0.7655], [-1.2816, -2.2070, 0.3016], [-0.2024, -2.8021, -1.0348], [0.9788, -3.5336, -0.8176], [1.6893, -4.0352, -1.9028], [1.3440, -3.7009, -3.1958], [0.2139, -2.9286, -3.4101], [-0.5845, -2.5308, -2.3606], [-0.5661, -2.6197, 1.9393], [-0.4135, -3.9642, 2.2524], [0.1728, -4.3559, 3.4411], [0.6028, -3.3919, 4.3562], [0.4773, -2.0600, 4.0407], [-0.1309, -1.6428, 2.8604], [-0.0092, 0.2072, 2.4158], [-1.3414, 1.3359, 3.1475], [-1.6678, 1.2764, 4.5066], [-2.4330, 2.2762, 5.1028], [-2.9725, 3.2939, 4.3259], [-2.7313, 3.3278, 2.9634], [-1.9132, 2.3612, 2.3668], [-1.7772, 2.3215, 0.5591], [-1.4553, 4.0276, -0.0127], [-0.1668, 4.5621, 0.0846], [0.0952, 5.8395, -0.4026], [-0.9311, 6.6408, -0.8830], [-2.2277, 6.1199, -0.9151], [-2.4951, 4.8343, -0.4842], [-3.3863, 1.7270, -0.0997], [-3.7245, 1.9368, -1.4480], [-4.8860, 1.3751, -1.9562], [-5.7056, 0.5784, -1.1668], [-5.3868, 0.3908, 0.1827], [-4.2447, 0.9746, 0.7060], [1.6258, 0.9945, 2.9273], [1.8307, 1.5518, 4.1882], [3.0016, 2.2261, 4.4811], [4.0265, 2.2775, 3.5536], [3.8306, 1.7215, 2.3032], [2.6628, 1.0628, 1.9951], [2.5794, 0.2055, 0.3860], [3.6807, 1.0992, -0.7671], [3.2316, 2.3675, -1.1753], [3.8208, 3.0034, -2.2520], [4.9085, 2.4332, -2.8906], [5.4594, 1.2613, -2.3864], [4.8472, 0.6011, -1.3171], [3.4021, -1.3986, 0.7414], [3.6238, -1.8176, 2.0593], [4.2289, -3.0462, 2.2968], [4.6206, -3.8768, 1.2466], [4.4192, -3.4380, -0.0534], [3.8226, -2.2272, -0.3090], [-5.8007, -5.6059, -0.3710], [-5.9854, -3.5692, 1.0054], [-4.0497, -1.9992, 1.1640], [-1.6761, -4.7608, -1.0614], [-3.6008, -6.2666, -1.2922], [1.3219, -3.7726, 0.1818], [2.5119, -4.7117, -1.7163], [1.9281, -4.0203, -4.0445], [-0.0690, -2.6894, -4.4335], [-1.5602, -2.0790, -2.5598], [-0.6969, -4.7226, 1.5071], [0.2772, -5.4025, 3.6717], [1.0507, -3.6802, 5.2828], [0.8834, -1.3094, 4.7337], [-1.3653, 0.3886, 5.0928], [-2.5888, 2.2339, 6.1652], [-3.5554, 4.0709, 4.7831], [-3.1935, 4.0856, 2.3217], [0.6100, 3.9674, 0.5598], [1.1204, 6.2005, -0.3620], [-0.7255, 7.6430, -1.2238], [-3.0224, 6.7841, -1.2619], [-3.5026, 4.4370, -0.5336], [-3.0955, 2.5531, -2.0883], [-5.1987, 1.6196, -2.9622], [-6.5747, 0.1109, -1.6136], [-5.9892, -0.2458, 0.8095], [-3.9950, 0.8334, 1.7535], [1.0850, 1.4700, 4.9549], [3.1098, 2.6802, 5.4604], [4.9785, 2.7422, 3.7964], [4.6187, 1.8153, 1.5286], [2.3594, 2.8044, -0.6970], [3.4421, 3.9507, -2.6152], [5.3007, 2.9151, -3.7707], [6.3470, 0.8143, -2.8044], [5.3055, -0.2886, -0.9078], [3.3053, -1.2069, 2.9024], [4.3244, -3.3625, 3.3211], [5.1068, -4.8413, 1.4332], [4.7521, -4.0457, -0.8959], [3.6394, -1.9055, -1.3363], [-0.0654, -0.3648, -7.5662], [-0.0464, 0.0780, -6.2625], [1.1983, 0.3480, -5.6552], [1.1713, 0.7464, -4.3273], [-0.0688, 0.9212, -3.6295], [-0.0055, 1.5227, -2.2718], [-1.2954, 0.6035, -4.2743], [-1.2878, 0.2153, -5.6038], [2.1150, 0.1678, -6.2015], [2.0753, 0.9782, -3.7634], [-0.8486, 2.2388, -2.0953], [0.9452, 2.1043, -2.1892], [-2.2055, 0.6582, -3.6878], [-2.1966, -0.0284, -6.1456]], "charge": 2, "de_lowest_kj_mol": 0.0}



[4]
{"formula": "C23H25FeO", "method": "the ωB97M-V functional and the def2-TZVPD basis", "species": ["Fe", "C", "C", "C", "H", "C", "C", "H", "H", "H", "H", "C", "C", "C", "H", "C", "C", "H", "H", "H", "H", "O", "C", "C", "C", "C", "C", "H", "H", "H", "H", "H", "H", "H", "H", "H", "H", "C", "C", "C", "C", "C", "C", "C", "C", "H", "H", "H", "H", "H"], "coordinates": [[-0.0384, -0.7493, -0.3079], [-1.1817, -1.9171, 0.9571], [-1.8422, -0.6331, 0.9587], [-2.4877, -0.4608, -0.3053], [-1.9157, 0.0515, 1.7985], [-2.0164, -1.4847, -1.1701], [-1.2521, -2.4339, -0.3879], [-0.9209, -3.4206, -0.6944], [-0.7842, -2.4429, 1.8167], [-3.2734, 0.2575, -0.5194], [-2.3181, -1.6158, -2.2063], [2.0940, -0.4011, -0.7355], [1.6057, -1.7284, -1.0079], [0.6444, -1.6156, -2.0844], [1.9878, -2.6497, -0.5685], [0.6276, -0.2434, -2.5125], [1.5139, 0.4938, -1.6780], [1.7476, 1.5519, -1.7586], [2.8607, -0.1451, -0.0112], [0.1468, -2.4326, -2.5950], [0.1419, 0.1146, -3.4118], [-1.0098, 1.8141, -1.2868], [-1.6305, 2.4403, -2.4459], [-2.3312, 3.4909, -1.5522], [-2.5380, 1.4660, -3.1561], [-0.5640, 3.0347, -3.3459], [-1.5753, 2.8215, -0.4053], [-3.4160, 3.3722, -1.4879], [-2.0224, 4.5207, -1.7419], [-0.7816, 3.4370, 0.0348], [-2.2127, 2.3580, 0.3577], [-3.0101, 1.9678, -4.0086], [-3.3157, 1.1000, -2.4788], [-1.9525, 0.6139, -3.5219], [-0.9992, 3.8362, -3.9544], [-0.1749, 2.2594, -4.0126], [0.2610, 3.4464, -2.7527], [0.6717, 0.0411, 1.2432], [1.2577, -0.3213, 2.2802], [1.9934, -0.8636, 3.3472], [3.3188, -1.2844, 3.1064], [3.9298, -2.1342, 4.0232], [3.2476, -2.5117, 5.1912], [1.9579, -2.0232, 5.4590], [1.3276, -1.1795, 4.5474], [3.8125, -0.9840, 2.1771], [4.9384, -2.5095, 3.8201], [3.7285, -3.1911, 5.9000], [1.4363, -2.3092, 6.3782], [0.3132, -0.8039, 4.7089]], "charge": -2, "total_energy_ha": -2230.04166, "spin_multiplicity": 6, "s_squared": 8.804}